The following is a quantum chemistry calculation of C19H16F6N4O4RuS6Sb as an isolated structure, from the OMol25 dataset.

Values from the calculation:
* HOMO-LUMO gap (alpha / beta): 6.210 / 6.209 eV
* total energy: -124553.21946 eV

Structure (ORCA input):
```
! RIJCOSX wB97M-V def2-TZVPD def2/J DEFGRID3
* xyz -1 1
Ru 0.00703 1.22372 -0.14913
S -1.74537 4.16408 3.72799
Sb -1.27869 3.90458 1.55390
S 0.87203 2.71410 1.18105
S -2.10316 1.85444 0.59423
S -1.45157 5.60931 0.07607
F 3.42075 -2.10354 -1.10731
C 3.95304 -1.04866 -1.71932
F 4.59911 -1.46606 -2.80550
F 4.82774 -0.47482 -0.89313
S 2.67010 0.19035 -2.18118
O 2.06124 0.53128 -0.90691
O 3.41245 1.20821 -2.85422
N 1.76172 -0.61914 -3.16647
S 0.24127 -0.97457 -2.99346
O -0.35502 -1.22734 -4.26330
O -0.47906 -0.11668 -2.07710
C 0.26754 -2.63150 -2.18673
F -0.96973 -3.11464 -2.11688
F 0.76982 -2.55264 -0.95737
F 1.01841 -3.47339 -2.89840
C -1.94608 5.11807 -3.55350
N -0.98032 4.15986 -3.05429
C 0.38870 4.22748 -3.18554
C 0.89885 3.27867 -2.36372
N -0.14264 2.63602 -1.72983
C -1.25168 3.21058 -2.15462
H -1.48599 5.69820 -4.34958
H -2.24815 5.77918 -2.74080
H -2.81589 4.59842 -3.95096
H 0.86472 4.94109 -3.83328
H 1.92581 3.01848 -2.18162
H -2.24029 2.97169 -1.80339
N -0.16382 -0.20658 0.89940
C -0.34327 -1.16648 1.68346
C -1.27504 -2.27866 1.34410
C -2.44773 -1.99871 0.65017
C -3.30834 -3.02799 0.30113
C -2.99942 -4.33916 0.63447
C -1.82717 -4.62121 1.32349
C -0.96980 -3.59358 1.68381
C 0.39649 -1.14789 2.97939
C -0.17177 -1.67225 4.13663
C 0.51286 -1.59822 5.33971
C 1.76591 -1.00339 5.39291
C 2.33172 -0.47550 4.24082
C 1.64952 -0.54434 3.03690
H -2.67858 -0.97121 0.39753
H -4.22166 -2.80384 -0.23468
H -3.67077 -5.14206 0.35697
H -1.57869 -5.64375 1.57812
H -0.05210 -3.80989 2.21670
H -1.15518 -2.12252 4.09583
H 0.06237 -1.99720 6.23951
H 2.29739 -0.94385 6.33417
H 3.30380 -0.00141 4.27958
H 2.07658 -0.12516 2.13419
*
```

Löwdin atomic charge list, values in e, 5 entries: 0.77 -0.25 -0.12 0.09 0.05



The following is a quantum chemistry calculation of C19H16FeNaO4 as an isolated structure, from the OMol25 dataset.

Values from the calculation:
* HOMO-LUMO gap: 4.112 eV
* total energy: -66946.60364 eV

Structure (ORCA input):
```
! RIJCOSX wB97M-V def2-TZVPD def2/J DEFGRID3
* xyz 1 1
C -3.52004 0.28403 2.03554
O -2.29010 0.77802 1.49235
C -1.12352 0.05872 1.48358
C -0.51175 -0.54432 2.63602
C 0.11759 -1.89954 2.39032
C 0.95963 -1.81898 1.17886
C 0.87459 -0.69842 0.36889
C -0.26080 0.17101 0.36688
Fe 0.80169 0.89947 1.95855
C 1.77489 0.72012 3.40096
O 2.54435 0.85997 4.25932
C 0.09574 2.40774 2.48110
O -0.07607 3.50460 2.82714
C 2.12098 1.67704 1.07774
O 3.06518 2.25227 0.72470
H -4.10194 1.17876 2.26034
H -4.03615 -0.29013 1.25999
H -3.37434 -0.31655 2.94111
H -0.97029 -0.37925 3.61668
H 0.70575 -2.22236 3.27188
H -0.68859 -2.66395 2.31125
H 1.78758 -2.53716 1.08226
H 1.67206 -0.46694 -0.36174
H -0.48521 0.86115 -0.44409
C -1.00717 -5.16823 -1.72844
Na 2.00257 -1.69581 -2.01825
C -1.13349 -4.74780 -0.37785
C 0.15200 -4.36285 0.09400
C 1.08083 -4.44892 -0.99375
C 0.33775 -4.88073 -2.16265
C 0.97311 -4.86302 -3.40780
C 2.29739 -4.43489 -3.50537
C 3.04690 -4.12218 -2.35551
C 2.44775 -4.13751 -1.09380
H -1.78832 -5.57505 -2.37117
H -2.04702 -4.73212 0.21796
H 0.43981 -4.20078 1.13878
H 0.41723 -5.19709 -4.28943
H 2.79233 -4.42241 -4.48171
H 4.11080 -3.87763 -2.45617
H 3.02131 -3.92950 -0.18466
*
```

Löwdin atomic charge list, values in e, 5 entries: -0.02 -0.08 -0.30 -0.12 -0.16



The following is a quantum chemistry calculation of C19H16MnN4O3 as an isolated structure, from the OMol25 dataset.

Values from the calculation:
* HOMO-LUMO gap (alpha / beta): 5.489 / 6.010 eV
* total energy: -63368.10397 eV

Structure (ORCA input):
```
! RIJCOSX wB97M-V def2-TZVPD def2/J DEFGRID3
* xyz 2 2
Mn -0.84088 -0.89645 0.29443
O 1.99393 -2.87970 1.88097
C 0.97787 -2.31192 1.70824
O 0.59021 -1.82169 0.46461
C -0.08431 -2.00155 2.71326
C -0.04450 -2.38467 4.03279
C -1.11401 -2.02542 4.84757
C -2.16616 -1.29811 4.30901
C -2.13322 -0.94169 2.97149
N -1.10428 -1.29302 2.19213
H 0.80489 -2.94836 4.39534
H -1.12552 -2.31108 5.89088
H -3.01252 -1.00419 4.91355
H -2.92897 -0.36643 2.51710
C -3.19041 -2.96116 -0.60627
C -2.35552 -1.76187 -0.51324
O -2.29767 -0.71351 -1.07053
H -2.59143 -3.72735 -1.11229
H -4.08706 -2.74232 -1.18643
H -3.42264 -3.33851 0.38870
C -0.13454 3.09129 1.35564
C -0.54885 1.78482 1.42878
N -0.65339 1.02991 0.31218
C -0.30921 1.54649 -0.87892
C 0.19790 2.83037 -1.02074
C 0.23508 3.62012 0.12292
C 0.63511 3.34244 -2.32864
C 1.37555 2.72445 -3.25438
C 2.04800 1.40934 -3.23920
C 2.90539 1.09772 -4.28639
C 3.56676 -0.12012 -4.23440
N 3.41055 -0.96260 -3.22191
C 2.58208 -0.57155 -2.26425
N 1.87943 0.55613 -2.21789
H -0.08545 3.68723 2.25549
H -0.80180 1.31706 2.37002
H -0.45447 0.92738 -1.75000
H 0.57830 4.64504 0.05603
H 0.35505 4.37153 -2.52542
H 1.60240 3.30565 -4.14045
H 3.05488 1.77926 -5.11206
H 4.23621 -0.43060 -5.02753
H 2.45717 -1.25236 -1.43021
*
```

Löwdin atomic charge list, values in e, 5 entries: 0.88 0.25 -0.42 -0.08 -0.14



The following is a quantum chemistry calculation of one molecule with the formula C19H16N4O5S2, from the OMol25 dataset.

Values from the calculation:
* SMILES string: NC(=O)c1cc(NC(=O)c2ccc(NS(=O)(=O)c3cccs3)cc2)cc(C(N)=O)c1
* HOMO-LUMO gap: 8.848 eV
* total energy: -57832.15735 eV

Structure (ORCA input):
```
! RIJCOSX wB97M-V def2-TZVPD def2/J DEFGRID3
* xyz 0 1
N 0.22022 -2.11151 -2.36759
C -0.23794 -0.89497 -2.00292
O 0.27993 0.13084 -2.41303
C -1.44024 -0.84568 -1.11046
C -1.95003 0.42049 -0.84704
C -2.94799 0.61818 0.10167
C -3.54728 -0.49583 0.68402
C -3.09945 -1.77336 0.36619
C -2.01710 -1.94600 -0.49126
H -1.66824 -2.95515 -0.64462
C -3.70273 -3.00649 0.95871
O -3.07382 -4.03125 1.11400
N -5.00904 -2.90551 1.31122
H -5.57512 -2.11981 1.04861
H -5.46639 -3.73045 1.66301
H -4.32981 -0.35186 1.41591
N -3.36584 1.90080 0.47956
C -2.61318 3.04154 0.63903
O -3.14279 4.09255 0.91888
C -1.15517 2.81235 0.43551
C -0.50119 3.36828 -0.65963
C 0.72144 2.86632 -1.05781
C 1.31598 1.82673 -0.34554
C 0.76451 1.42937 0.86858
C -0.48199 1.89465 1.23478
H -0.94998 1.51486 2.13076
H 1.26198 0.69193 1.47512
N 2.44381 1.17692 -0.85121
S 2.62382 -0.48797 -0.70545
O 1.53367 -1.10252 -0.01155
O 3.01948 -1.01698 -1.97645
C 4.04663 -0.54903 0.34464
C 5.33537 -0.79131 -0.01932
C 6.22138 -0.73653 1.07779
C 5.58205 -0.45057 2.24337
S 3.88855 -0.24784 2.02730
H 6.00718 -0.34919 3.22200
H 7.28015 -0.90293 0.99936
H 5.61654 -1.00612 -1.03325
H 2.65826 1.44823 -1.80036
H 1.18802 3.22787 -1.96138
H -0.99364 4.13149 -1.24322
H -4.33322 1.99898 0.76427
H -1.52223 1.24690 -1.38793
H -0.03527 -2.92203 -1.83060
H 1.15073 -2.10840 -2.76365
*
```

Löwdin atomic charge list, values in e, 5 entries: 0.19 -0.51 0.04 -0.09 0.06



The following is a quantum chemistry calculation of C19H16N5O5S4SbV as an isolated structure, from the OMol25 dataset.

Values from the calculation:
* HOMO-LUMO gap (alpha / beta): 4.090 / 4.063 eV
* total energy: -113222.36778 eV

Structure (ORCA input):
```
! RIJCOSX wB97M-V def2-TZVPD def2/J DEFGRID3
* xyz -2 2
V 1.97936 -0.05998 1.42680
O 1.58938 4.47754 -0.11726
C 1.84036 3.21523 0.40428
O 2.75909 2.55875 -0.07836
C 1.01640 2.84911 1.50656
C 0.09237 3.73775 2.07987
C -0.54157 3.47122 3.25959
C -0.16335 2.27012 3.92491
C 0.70790 1.40524 3.36236
N 1.28955 1.60110 2.08166
C 1.12080 0.11657 4.03040
O 0.62588 -0.24292 5.08902
O 2.01961 -0.51769 3.33441
H 2.27411 4.54793 -0.79943
H -0.08040 4.67306 1.56382
H -1.24178 4.17018 3.69604
H -0.55250 1.99763 4.89766
S 4.31730 -5.56964 2.00773
Sb 2.65998 -4.14406 2.73231
S 4.17696 -0.63326 1.17147
S 2.89283 -2.21697 0.69698
S 0.64471 -4.85636 1.70076
N -4.80830 -1.84804 -6.62341
C -3.92876 -1.59603 -5.91584
C -2.82186 -1.27533 -5.03478
C -1.66408 -0.71257 -5.56061
C -0.61492 -0.39247 -4.71763
C -0.71824 -0.63492 -3.34732
C -1.87701 -1.22022 -2.82672
C -2.92600 -1.53417 -3.67002
N 0.34674 -0.29155 -2.50013
C 1.67403 -0.03662 -2.84830
C 2.33794 0.19951 -1.69834
N 1.45135 0.12062 -0.63961
C 0.29433 -0.18397 -1.14135
H -1.58336 -0.51613 -6.62028
H 0.27545 0.06426 -5.12628
H -1.95178 -1.46468 -1.77821
H -3.81772 -1.99422 -3.26606
H 2.02191 -0.09882 -3.86021
H 3.37476 0.40545 -1.50770
H -0.58765 -0.34433 -0.55377
C -2.04351 -0.05829 2.28316
C -1.02938 -1.15781 2.11674
N -1.29933 -2.35574 2.60363
O 0.05058 -0.94483 1.53552
H -3.00262 -0.35520 1.85386
H -1.68005 0.84894 1.80818
H -2.18779 0.14563 3.34423
H -2.12522 -2.48255 3.16288
H -0.58649 -3.13646 2.55681
*
```

Löwdin atomic charge list, values in e, 5 entries: 0.46 0.03 -0.50 0.02 -0.21



ΔE to the lowest compared entry with this formula, charge and spin? In order: 0.0; 0.0; 0.0; 35.6; 92.4 kJ/mol.